ORCA calculation (ωB97M-V/def2-TZVPD) on a molecular structure, C47H43HfNO4P2SSi in a non-equilibrium geometry.

Results
Gap between HOMO and LUMO, eV: 6.769
Lowest unoccupied orbital energy, eV: -6.874
Charge: +2
M, g/mol: 986.5
Total energy, eV: -97701.7431

Last column: Löwdin charge in e.
Geometry (Å):
Hf -0.173 -0.618 -0.191  1.535
C 1.273 -3.150 -2.911  -0.203
Si 0.267 -1.557 -2.576  0.553
C -1.489 -1.617 -3.355  -0.307
C -1.902 -2.662 -4.176  -0.074
C -3.194 -2.721 -4.675  -0.041
C -4.102 -1.720 -4.376  -0.041
C -3.712 -0.653 -3.583  -0.067
C -2.424 -0.606 -3.060  -0.399
P -1.902 0.804 -2.006  1.078
C -2.544 0.195 -0.353  -0.490
C -2.451 1.081 0.734  -0.115
C -2.878 0.689 1.996  -0.031
C -3.346 -0.601 2.201  -0.029
C -3.411 -1.499 1.141  -0.026
C -3.011 -1.116 -0.130  -0.094
C -3.097 2.116 -2.425  -0.370
C -4.289 2.351 -1.746  -0.083
C -5.115 3.384 -2.156  -0.049
C -4.760 4.186 -3.229  -0.042
C -3.573 3.953 -3.906  -0.049
C -2.741 2.925 -3.503  -0.098
C 1.162 -0.055 -3.397  -0.307
C 1.483 -0.202 -4.746  -0.087
C 2.239 0.731 -5.433  -0.044
C 2.707 1.851 -4.768  -0.042
C 2.366 2.048 -3.444  -0.096
C 1.580 1.124 -2.754  -0.379
P 1.207 1.517 -0.991  0.979
C 1.038 3.328 -0.951  -0.367
C 0.514 4.028 -2.035  -0.099
C 0.438 5.408 -1.991  -0.047
C 0.858 6.091 -0.860  -0.043
C 1.318 5.391 0.244  -0.061
C 1.398 4.010 0.212  -0.097
C 2.874 1.179 -0.311  -0.357
C 3.119 -0.094 0.213  -0.116
C 4.388 -0.431 0.652  -0.052
C 5.423 0.489 0.560  -0.039
C 5.187 1.748 0.030  -0.036
C 3.919 2.095 -0.400  -0.074
H 1.404 -3.318 -3.977  0.030
H 0.779 -4.028 -2.504  0.030
H 2.267 -3.091 -2.475  0.028
H -1.200 -3.438 -4.437  0.105
H -3.493 -3.546 -5.304  0.120
H -5.109 -1.759 -4.761  0.119
H -4.412 0.141 -3.364  0.107
H -2.136 2.106 0.558  0.128
H -2.845 1.396 2.812  0.117
H -3.679 -0.909 3.181  0.131
H -3.783 -2.500 1.303  0.134
H -3.137 -1.801 -0.964  0.125
H -4.579 1.728 -0.912  0.109
H -6.041 3.563 -1.632  0.118
H -5.411 4.990 -3.539  0.119
H -3.293 4.574 -4.743  0.117
H -1.817 2.725 -4.031  0.104
H 1.131 -1.079 -5.268  0.106
H 2.476 0.572 -6.472  0.118
H 3.328 2.571 -5.279  0.119
H 2.718 2.939 -2.944  0.103
H 0.193 3.496 -2.919  0.093
H 0.061 5.950 -2.844  0.117
H 0.826 7.169 -0.840  0.118
H 1.629 5.923 1.130  0.110
H 1.755 3.464 1.075  0.108
H 2.299 -0.843 0.266  0.060
H 4.578 -1.412 1.060  0.118
H 6.411 0.223 0.897  0.120
H 5.993 2.460 -0.056  0.121
H 3.740 3.082 -0.801  0.108
C -2.193 5.341 3.283  -0.037
C -1.339 4.344 4.001  -0.268
C -1.889 3.429 4.890  -0.034
C -1.091 2.489 5.525  -0.059
C 0.263 2.463 5.258  -0.278
C 0.838 3.386 4.405  -0.051
C 0.038 4.328 3.786  -0.029
S 1.285 1.118 5.842  0.661
O 0.750 0.530 7.024  -0.257
O 2.660 1.475 5.736  -0.264
N 1.019 -0.008 4.597  -0.115
C -0.284 -0.622 4.581  -0.234
C -0.310 -1.781 3.583  -0.039
C -0.242 -1.300 2.175  -0.580
O -0.422 -2.085 1.191  -0.101
O 0.010 -0.095 1.877  -0.104
H -3.244 5.225 3.531  0.081
H -2.072 5.236 2.204  0.077
H -1.886 6.352 3.544  0.094
H -2.947 3.464 5.102  0.119
H -1.499 1.797 6.243  0.121
H 1.908 3.358 4.272  0.115
H 0.477 5.071 3.140  0.102
H 1.297 0.383 3.709  0.090
H -1.079 0.096 4.320  0.104
H -0.462 -0.982 5.596  0.132
H -1.195 -2.410 3.705  0.144
H 0.559 -2.426 3.752  0.159